Entry 1:
Molecular formula: C3H9N
Method: DFT, ωB97M-V/def2-TZVPD

The geometry in XYZ format:
```
13
Properties=species:S:1:pos:R:3:lowdin_charge:R:1
C -4.220 0.221 1.570 -0.41
H -5.251 -0.240 1.647 -0.03
H -2.729 -1.342 2.084 -0.02
C -3.377 -0.753 1.354 -0.42
H 4.146 -0.335 -0.133 0.07
H 3.567 1.192 -0.226 0.07
H 2.369 -0.096 -0.080 0.07
C 3.275 0.180 -0.701 -0.27
H 2.469 0.722 -2.468 0.06
N 3.034 -0.107 -2.153 -0.09
H -4.031 1.261 1.390 -0.07
H -3.181 -1.047 0.313 -0.04
H 3.930 0.345 -2.597 0.08
```

Computed properties:
- F_max (eV/Å) = 7.048
- E_LUMO (spin up / spin down) (eV) = 2.91 / 2.91
- E_HOMO (spin up / spin down) (eV) = -0.1774 / 0.1336
- ΔE to the lowest compared entry with this formula, charge and spin (eV) = 4.305
- total charge = -1
- spin multiplicity = 2

Entry 2:
Molecular formula: C3H9N
Method: DFT, ωB97M-V/def2-TZVPD

The geometry in XYZ format:
```
13
Properties=species:S:1:pos:R:3:lowdin_charge:R:1
H -3.309 0.744 -1.699 0.05
H 1.010 0.108 2.817 0.07
C 1.799 -0.185 2.075 -0.23
H 1.801 -1.287 2.139 0.07
H -1.997 -1.197 -3.500 0.03
H -3.662 0.222 -3.535 0.04
H -1.176 -0.480 -1.914 0.05
N 3.117 0.457 2.253 -0.07
H 3.386 0.351 3.243 0.06
C -1.974 -0.553 -2.646 -0.09
C -3.036 0.252 -2.650 -0.09
H 2.799 1.428 2.223 0.05
H 1.242 0.141 1.194 0.06
```

Computed properties:
- F_max (eV/Å) = 2.058
- E_LUMO (eV) = 0.94
- E_HOMO (eV) = -9.7111
- SMILES string = C=C.CN
- ΔE to the lowest compared entry with this formula, charge and spin (eV) = 1.911
- total charge = 0
- spin multiplicity = 1

Entry 3:
Molecular formula: C3H9N
Method: DFT, ωB97M-V/def2-TZVPD

The geometry in XYZ format:
```
13
Properties=species:S:1:pos:R:3:lowdin_charge:R:1
H 0.413 -1.369 1.761 0.06
H -0.442 1.821 -0.791 0.07
H -0.915 -1.503 0.810 0.07
H 1.076 -1.552 -0.855 0.07
C 0.683 -0.545 -1.002 -0.09
H 1.453 0.067 -1.482 0.07
H 1.176 0.528 0.732 0.12
H -0.806 1.908 0.909 0.07
H -1.704 0.798 -0.102 0.07
H -0.165 -0.615 -1.682 0.07
C 0.268 0.086 0.334 -0.52
N -0.318 -0.847 1.297 0.02
C -0.718 1.222 0.072 -0.09
```

Computed properties:
- F_max (eV/Å) = 0.724
- E_LUMO (eV) = 1.19
- E_HOMO (eV) = -9.2792
- SMILES string = CC(C)N
- ΔE to the lowest compared entry with this formula, charge and spin (eV) = 0.092
- total charge = 0
- spin multiplicity = 1

Entry 4:
Molecular formula: C3H9N
Method: DFT, ωB97M-V/def2-TZVPD

The geometry in XYZ format:
```
13
Properties=species:S:1:pos:R:3:lowdin_charge:R:1
C 0.447 0.714 -0.167 -0.32
H -0.232 -2.135 1.520 0.06
H 0.801 1.580 0.521 0.11
C -0.483 -0.197 0.554 -0.30
H -0.648 0.998 -1.934 0.05
H -1.607 -0.161 0.068 0.14
H -1.011 0.333 1.418 0.11
H -0.160 2.306 -1.391 0.00
N 0.180 1.422 -1.505 -0.03
H -0.275 -2.167 -0.234 0.08
H 1.187 -1.575 0.937 0.07
H 1.668 0.497 -0.417 0.16
C 0.132 -1.615 0.628 -0.12
```

Computed properties:
- F_max (eV/Å) = 7.214
- E_LUMO (eV) = 1.18
- E_HOMO (eV) = -9.0802
- SMILES string = CCCN
- ΔE to the lowest compared entry with this formula, charge and spin (eV) = 2.570
- total charge = 0
- spin multiplicity = 1

Entry 5:
Molecular formula: C3H9N2
Method: DFT, ωB97M-V/def2-TZVPD

The geometry in XYZ format:
```
14
Properties=species:S:1:pos:R:3:lowdin_charge:R:1
H 1.050 -0.611 -1.956 0.13
N -2.070 0.685 0.223 -0.02
H 1.652 1.472 0.795 0.06
C 0.975 0.635 0.997 -0.13
N 1.097 -0.866 -0.970 0.12
H -3.005 0.313 0.157 0.05
C -1.121 -0.244 -0.306 -0.28
H 2.047 -0.814 -0.607 0.14
H -1.955 1.636 -0.089 0.06
H 0.857 -1.879 -0.920 0.14
C 0.250 -0.014 -0.120 -0.44
H -1.533 -1.224 -0.535 0.05
H 0.244 0.993 1.715 0.07
H 1.512 -0.083 1.617 0.05
```

Computed properties:
- F_max (eV/Å) = 0.953
- E_LUMO (spin up / spin down) (eV) = 0.57 / 0.44
- E_HOMO (spin up / spin down) (eV) = -3.5940 / -6.5218
- ΔE to the lowest compared entry with this formula, charge and spin (eV) = 2.365
- total charge = 0
- spin multiplicity = 2

Entry 6:
Molecular formula: C3H9N2
Method: DFT, ωB97M-V/def2-TZVPD

The geometry in XYZ format:
```
14
Properties=species:S:1:pos:R:3:lowdin_charge:R:1
H 0.570 -2.010 -1.093 0.13
N 0.872 -1.066 -0.822 0.08
H -2.937 0.669 -0.456 0.10
H 0.178 1.665 0.411 0.19
H 1.091 -0.863 1.678 0.21
H 1.941 -1.188 -0.739 0.15
N 0.931 0.898 0.380 0.14
C 0.289 -0.424 0.251 -0.46
H -1.679 0.414 -1.556 0.07
C -1.134 -0.203 0.396 -0.16
C -1.898 0.278 -0.528 0.07
H -1.378 -0.286 1.416 0.10
H 1.523 1.203 -0.499 0.22
H 1.631 0.914 1.159 0.15
```

Computed properties:
- F_max (eV/Å) = 5.272
- E_LUMO (eV) = -4.16
- E_HOMO (eV) = -14.0026
- ΔE to the lowest compared entry with this formula, charge and spin (eV) = 4.442
- total charge = +1
- spin multiplicity = 1

- The highest F_max belongs to which entry?
  number 4

- The highest F_max belongs to which entry?
  number 4

- The highest F_max belongs to which entry?
  number 4

- The highest total charge belongs to which entry?
  number 6